Entry 1:
This record from OMol25 describes a structure of composition C6H12O at a distorted geometry. The level of theory is wB97M-V/def2-TZVPD.

```
19
C6H12O, DFT wB97M-V/def2-TZVPD
C -1.94015 -1.03934 -0.62702
C -0.83154 -0.15847 -0.14032
C -1.29585 1.09756 0.58107
C 0.29914 -0.82483 0.56272
O 1.24087 -1.48371 -0.26098
C 1.69646 -0.37742 0.51867
C 2.21595 0.83936 -0.20250
H -2.69995 -0.44016 -1.14384
H -1.48997 -1.73646 -1.33246
H -2.42355 -1.57224 0.19592
H -0.31414 0.20839 -1.29506
H -0.68055 1.53796 1.37194
H -2.35957 1.36037 0.60488
H -0.79333 1.21697 -0.49355
H -0.02509 -1.37972 1.44730
H 2.31652 -0.68902 1.36323
H 1.59412 1.09744 -1.06308
H 3.23090 0.64674 -0.56631
H 2.25972 1.69658 0.47938
```

Results
HOMO-LUMO gap: 9.8293 eV
HOMO energy: -8.726 eV
DFT total energy: -310.90041 Eh
charge: 0
LUMO level: 0.041 Eh
energy above the lowest of the compared OMol25 structures with the same formula, charge and spin: 99.68 kcal/mol

***

Entry 2:
This record from OMol25 describes the molecule C6H12O. The level of theory is wB97M-V/def2-TZVPD.

```
19
C6H12O, DFT wB97M-V/def2-TZVPD
C -2.73101 -0.05495 0.99128
C -1.52974 0.35041 0.14924
O -0.56381 -0.69252 0.15318
C 0.66749 -0.31975 0.68355
C 1.83751 -1.13855 0.26105
C 1.71295 0.29106 -0.21435
C 1.40920 0.57273 -1.66683
H -2.41641 -0.28669 2.01447
H -3.21184 -0.94606 0.57417
H -3.46860 0.75507 1.02929
H -1.08605 1.27966 0.53273
H -1.82876 0.53518 -0.89116
H 0.62287 0.02466 1.71994
H 1.62498 -1.91669 -0.46734
H 2.59495 -1.39479 0.99534
H 2.37753 1.00865 0.26480
H 0.95911 1.56466 -1.79534
H 2.32130 0.53803 -2.27370
H 0.70835 -0.17010 -2.06031
```

Results
HOMO-LUMO gap: 10.3588 eV
HOMO energy: -9.209 eV
DFT total energy: -311.00397 Eh
charge: 0
LUMO level: 0.042 Eh
energy above the lowest of the compared OMol25 structures with the same formula, charge and spin: 34.70 kcal/mol

***

Entry 3:
This record from OMol25 describes the molecule C6H12O. The level of theory is wB97M-V/def2-TZVPD.

```
19
C6H12O, DFT wB97M-V/def2-TZVPD
C 2.03374 0.27507 -0.46818
C 1.04418 -0.19300 0.60008
C -0.38829 -0.32158 0.11622
C -0.60013 -1.25894 -1.06062
C -1.46341 -0.23061 1.17653
C -1.29983 0.87948 0.19443
O -0.83822 2.09911 0.69797
H 1.80539 1.29735 -0.79575
H 2.01500 -0.37047 -1.35400
H 3.05797 0.27066 -0.07860
H 1.08168 0.49455 1.45247
H 1.34102 -1.18110 0.97897
H -0.31487 -0.77990 -2.00876
H 0.00263 -2.17418 -0.95661
H -1.65263 -1.56292 -1.15037
H -1.13218 -0.01752 2.19040
H -2.34478 -0.86249 1.10301
H -2.05410 0.96047 -0.59218
H -0.37908 2.55202 -0.02161
```

Results
HOMO-LUMO gap: 10.2362 eV
HOMO energy: -9.343 eV
DFT total energy: -311.01903 Eh
charge: 0
LUMO level: 0.033 Eh
energy above the lowest of the compared OMol25 structures with the same formula, charge and spin: 25.25 kcal/mol

***

Entry 4:
This record from OMol25 describes a cluster of 2 separate species, C6H12O in total at a distorted geometry. The level of theory is wB97M-V/def2-TZVPD.

```
19
C6H12O, DFT wB97M-V/def2-TZVPD
C -1.22915 1.28800 2.44975
C -1.34942 1.03935 1.10118
C -2.04764 1.99944 0.17626
C -0.46862 -0.01108 0.61565
C -0.63795 -1.34975 0.83206
C -0.52565 -2.42257 -0.25994
H -2.11375 1.35404 3.13103
H -0.25719 1.45906 2.99236
H -2.94979 2.17500 0.59019
H -1.51820 2.98819 0.03379
H -2.24168 1.47898 -0.71107
H 0.39478 0.11400 -0.07986
H -0.36931 -1.71849 1.78700
H 0.20475 -2.21628 -1.02139
H -1.54285 -2.63460 -0.67838
H -0.16735 -3.43689 0.29305
O 4.82580 -0.19306 -3.67988
H 4.75524 -0.12000 -2.66498
H 4.74954 -1.15892 -3.72243
```

Results
HOMO-LUMO gap: 8.0403 eV
HOMO energy: -7.882 eV
DFT total energy: -310.84281 Eh
charge: 0
LUMO level: 0.006 Eh
energy above the lowest of the compared OMol25 structures with the same formula, charge and spin: 135.83 kcal/mol

***

Entry 5:
This record from OMol25 describes a cluster of 2 separate species, C6H12O in total. The level of theory is wB97M-V/def2-TZVPD.

```
19
C6H12O, DFT wB97M-V/def2-TZVPD
C -1.40585 1.43437 -2.09568
C -1.00631 1.05827 -0.69711
C 0.08493 1.60261 -0.16435
O 0.50453 1.55360 1.12544
H -1.13041 0.69900 -2.85952
H -0.92759 2.38441 -2.35454
H -2.48736 1.59019 -2.15230
H -1.65850 0.41637 -0.10421
H 0.77249 2.18021 -0.77680
H -0.16153 1.07401 1.63526
C -0.45445 -2.04130 0.72116
C 0.54813 -1.52438 1.42756
C 1.90978 -1.21399 0.86047
H -0.33496 -2.27780 -0.33517
H -1.42663 -2.24829 1.16181
H 0.38633 -1.30298 2.48384
H 1.85617 -0.36303 0.17396
H 2.30771 -2.06868 0.30399
H 2.62354 -0.95261 1.64621
```

Results
HOMO-LUMO gap: 9.6826 eV
HOMO energy: -8.611 eV
DFT total energy: -310.99003 Eh
charge: 0
LUMO level: 0.039 Eh
energy above the lowest of the compared OMol25 structures with the same formula, charge and spin: 43.45 kcal/mol

***

Entry 6:
This record from OMol25 describes a cluster of 3 separate species, C6H12O in total at a distorted geometry. The level of theory is wB97M-V/def2-TZVPD.

```
19
C6H12O, DFT wB97M-V/def2-TZVPD
C -0.22028 0.11751 0.17886
C -2.04557 -1.62137 -0.17781
C -0.57885 0.62595 1.55021
C -0.52064 1.04083 -0.97245
C 2.12117 0.03001 0.27436
C 2.83000 -0.04370 -0.82514
O 0.08394 -1.08691 -0.01284
H 2.46617 0.08725 1.30033
H -2.01091 -2.21459 0.72444
H -2.77639 -0.82180 -0.18981
H -1.86799 -2.11435 -1.12171
H -0.00841 1.53540 1.75237
H -1.63929 0.88499 1.59101
H -0.35369 -0.12669 2.30168
H 0.13290 1.91269 -0.89610
H -0.33983 0.53499 -1.91793
H -1.55490 1.38726 -0.93049
H 3.91973 0.04121 -0.82976
H 2.36286 -0.16868 -1.79922
```

Results
HOMO-LUMO gap (spin up / spin down): 7.8097 / 8.8873 eV
HOMO energy (spin up / spin down): -7.444 / -8.022 eV
DFT total energy: -310.81425 Eh
charge: 0
LUMO level (spin up / spin down): 0.013 / 0.032 Eh
energy above the lowest of the compared OMol25 structures with the same formula, charge and spin: 153.75 kcal/mol

***

Entry 7:
This record from OMol25 describes the molecule C6H12O. The level of theory is wB97M-V/def2-TZVPD.

```
19
C6H12O, DFT wB97M-V/def2-TZVPD
C 1.00985 -1.27417 1.77642
C 0.19769 -1.41440 0.48952
C 0.65378 -0.46550 -0.60087
C -0.26710 -0.08254 -1.72445
C 0.17421 0.95792 -0.72105
C -0.85426 1.58074 0.19131
O -1.66407 2.50799 -0.50768
H 2.07372 -1.46385 1.59041
H 0.67318 -1.98735 2.53637
H 0.92154 -0.26505 2.19533
H -0.86813 -1.26544 0.70152
H 0.28619 -2.44091 0.11051
H 1.69607 -0.61071 -0.88437
H 0.12228 -0.03110 -2.73762
H -1.29361 -0.44480 -1.65808
H 0.90645 1.67504 -1.08983
H -1.47289 0.80458 0.66906
H -0.36782 2.14836 0.99218
H -1.92706 2.07119 -1.32869
```

Results
HOMO-LUMO gap: 11.0586 eV
HOMO energy: -10.010 eV
DFT total energy: -311.01689 Eh
charge: 0
LUMO level: 0.039 Eh
energy above the lowest of the compared OMol25 structures with the same formula, charge and spin: 26.59 kcal/mol

***

Entry 8:
This record from OMol25 describes the molecule C6H12O at a distorted geometry. The level of theory is wB97M-V/def2-TZVPD.

```
19
C6H12O, DFT wB97M-V/def2-TZVPD
C -1.49393 0.32743 -1.18200
C -1.46166 0.15557 0.15333
O -2.01298 1.04258 1.01398
C -0.68533 -0.91687 0.84116
C 0.69649 -0.32268 1.22325
C 1.37841 0.57248 0.20669
C 1.56636 -0.26895 -1.04277
H -1.56522 -0.54481 -1.81274
H -1.85769 1.25972 -1.60448
H -2.39947 1.75308 0.48395
H -1.18864 -1.27209 1.74805
H -0.54704 -1.76846 0.16550
H 0.63278 0.14168 2.21689
H 1.43223 -1.14637 1.11340
H 2.29317 0.95957 0.67354
H 0.83395 1.45143 -0.15238
H 0.52611 0.17908 -1.62076
H 2.64086 -0.31813 -1.36068
H 1.21161 -1.28426 -1.06392
```

Results
HOMO-LUMO gap: 9.3760 eV
HOMO energy: -8.504 eV
DFT total energy: -310.96141 Eh
charge: 0
LUMO level: 0.032 Eh
energy above the lowest of the compared OMol25 structures with the same formula, charge and spin: 61.41 kcal/mol

***

Number 8 is which compound?
C6H12O

***

What is the energy above the lowest of the compared OMol25 structures with the same formula, charge and spin in the first record?
99.68 kcal/mol

***

Please write out number 4 again, unchanged.
This record from OMol25 describes a cluster of 2 separate species, C6H12O in total at a distorted geometry. The level of theory is wB97M-V/def2-TZVPD.

```
19
C6H12O, DFT wB97M-V/def2-TZVPD
C -1.22915 1.28800 2.44975
C -1.34942 1.03935 1.10118
C -2.04764 1.99944 0.17626
C -0.46862 -0.01108 0.61565
C -0.63795 -1.34975 0.83206
C -0.52565 -2.42257 -0.25994
H -2.11375 1.35404 3.13103
H -0.25719 1.45906 2.99236
H -2.94979 2.17500 0.59019
H -1.51820 2.98819 0.03379
H -2.24168 1.47898 -0.71107
H 0.39478 0.11400 -0.07986
H -0.36931 -1.71849 1.78700
H 0.20475 -2.21628 -1.02139
H -1.54285 -2.63460 -0.67838
H -0.16735 -3.43689 0.29305
O 4.82580 -0.19306 -3.67988
H 4.75524 -0.12000 -2.66498
H 4.74954 -1.15892 -3.72243
```

Results
HOMO-LUMO gap: 8.0403 eV
HOMO energy: -7.882 eV
DFT total energy: -310.84281 Eh
charge: 0
LUMO level: 0.006 Eh
energy above the lowest of the compared OMol25 structures with the same formula, charge and spin: 135.83 kcal/mol